(1)
ORCA calculation (ωB97M-V/def2-TZVPD) on a structure of composition C2H6O2.

Last column: natural (NBO) charge in e.
Element x y z (Å)
C1 0.905 0.369 0.276  -0.059
C2 -0.563 0.389 -0.237  -0.097
H1 1.697 1.400 -0.100  0.193
H2 0.757 0.404 1.461  0.164
H3 -0.602 0.376 -1.298  0.158
H4 -1.168 1.228 0.050  0.162
H5 -2.163 -1.035 -0.215  0.494
H6 0.915 -1.596 -0.100  0.486
O1 -1.256 -0.685 0.280  -0.759
O2 1.478 -0.849 -0.118  -0.741

The total energy comes out at -6264.023 eV. For the energy above the lowest of the compared OMol25 structures with the same formula, charge and spin, the calculation gives 2.232 eV. For the HOMO-LUMO gap, the calculation gives 10.657 eV. Its HOMO energy is -10.055 eV.

(2)
ORCA calculation (ωB97M-V/def2-TZVPD) on a cluster of 2 separate species, C2H6O2P in total.

Last column: natural (NBO) charge in e.
Element x y z (Å)
C1 1.491 1.404 0.247  -0.273
C2 -1.084 -2.012 -0.010  -0.254
O1 0.497 0.886 -0.395  -0.407
O2 -0.542 -2.111 -1.287  -0.761
P1 0.449 -1.320 -2.057  1.343
H1 1.937 0.780 1.084  0.186
H2 0.887 2.222 0.741  0.287
H3 2.198 1.865 -0.366  0.190
H4 -0.742 -2.907 0.444  0.232
H5 -0.635 -1.114 0.265  0.214
H6 -2.194 -1.842 -0.093  0.243

The total energy comes out at -15542.496 eV. The total charge is +1. For the energy above the lowest of the compared OMol25 structures with the same formula, charge and spin, the calculation gives 4.670 eV. For the HOMO-LUMO gap (alpha / beta), the calculation gives 6.935 / 8.073 eV. Its HOMO energy (alpha / beta) is -14.185 / -14.979 eV.

(3)
ORCA calculation (ωB97M-V/def2-TZVPD) on a cluster of 2 separate species, C2H6O2S in total.

Last column: natural (NBO) charge in e.
Element x y z (Å)
O1 0.375 1.914 -4.581  -0.532
C1 1.113 1.271 -5.250  0.647
O2 0.602 0.630 -6.331  -0.711
H1 2.198 1.108 -5.187  0.100
H2 1.144 0.120 -6.946  0.495
C2 -1.023 -0.499 5.040  -0.729
S1 -1.173 -2.087 4.144  -0.060
H3 -0.539 -0.796 5.965  0.217
H4 -0.570 0.323 4.500  0.227
H5 -2.022 -0.155 5.315  0.219
H6 -0.105 -1.828 3.332  0.126

The total energy comes out at -17100.855 eV. For the energy above the lowest of the compared OMol25 structures with the same formula, charge and spin, the calculation gives 0.667 eV. For the HOMO-LUMO gap, the calculation gives 9.580 eV. Its HOMO energy is -8.990 eV. As for the structure (SMILES): O=CO.CS.

Copy entry 3 word for word.
ORCA calculation (ωB97M-V/def2-TZVPD) on a cluster of 2 separate species, C2H6O2S in total.

Last column: natural (NBO) charge in e.
Element x y z (Å)
O1 0.375 1.914 -4.581  -0.532
C1 1.113 1.271 -5.250  0.647
O2 0.602 0.630 -6.331  -0.711
H1 2.198 1.108 -5.187  0.100
H2 1.144 0.120 -6.946  0.495
C2 -1.023 -0.499 5.040  -0.729
S1 -1.173 -2.087 4.144  -0.060
H3 -0.539 -0.796 5.965  0.217
H4 -0.570 0.323 4.500  0.227
H5 -2.022 -0.155 5.315  0.219
H6 -0.105 -1.828 3.332  0.126

The total energy comes out at -17100.855 eV. For the energy above the lowest of the compared OMol25 structures with the same formula, charge and spin, the calculation gives 0.667 eV. For the HOMO-LUMO gap, the calculation gives 9.580 eV. Its HOMO energy is -8.990 eV. As for the structure (SMILES): O=CO.CS.

- Number 3 is which compound?
  C2H6O2S